No. 1
Computed, not measured: C22H23N5O4 in the gas phase, with wB97M-V/def2-TZVPD.

Computed properties:
- E_HOMO: -7.54 eV
- E_LUMO: 0.026 hartree
- Total energy: -38829.723 eV
- Gap between HOMO and LUMO: 8.2 eV
- Energy above the lowest of the compared OMol25 structures with the same formula, charge and spin: 0.0 kcal per mole
- SMILES: C=CCNc1nc2c(c(=O)[nH]c(=O)n2C)n1C[C@H](O)COc1ccc2ccccc2c1
- Max |F|: 1.4 eV/A

```
! wB97M-V def2-TZVPD RIJCOSX def2/J DEFGRID3
* xyz 0 1
C 3.4406 1.1899 -2.2336
C 3.9941 2.0775 -1.4309
C 3.9720 2.0392 0.0707
N 3.4631 0.8219 0.6541
C 2.1494 0.6974 0.9333
N 1.2596 1.6820 0.8474
C 0.1016 1.1402 1.2794
C 0.2744 -0.1857 1.6473
C -0.8042 -1.0062 2.0663
O -0.7924 -2.1934 2.3532
N -1.9850 -0.2636 2.1092
C -2.2151 1.0491 1.7473
O -3.3229 1.5351 1.8003
N -1.1093 1.7585 1.3347
C -1.2484 3.1332 0.9118
N 1.6188 -0.4552 1.4187
C 2.2879 -1.6919 1.7200
C 2.5430 -2.5723 0.4764
O 3.5307 -2.0020 -0.3528
C 1.2392 -2.8137 -0.3034
O 1.0078 -1.6767 -1.1181
C -0.2528 -1.1407 -1.2081
C -0.3000 0.1738 -1.7246
C -1.4864 0.8368 -1.8162
C -2.6895 0.2385 -1.3855
C -3.9216 0.9206 -1.4050
C -5.0615 0.3135 -0.9581
C -5.0190 -1.0049 -0.4815
C -3.8398 -1.6964 -0.4591
C -2.6451 -1.0938 -0.9024
C -1.4109 -1.7753 -0.8446
H 3.4893 1.2824 -3.3045
H 2.9003 0.3382 -1.8563
H 4.5177 2.9329 -1.8361
H 4.9902 2.1949 0.4454
H 3.3412 2.8554 0.4355
H 3.9545 -0.0339 0.4249
H -2.8182 -0.7726 2.3811
H -0.6224 3.2926 0.0365
H -0.9299 3.8083 1.7079
H -2.2978 3.3097 0.6836
H 1.6515 -2.2458 2.4129
H 3.2478 -1.4751 2.1994
H 2.9329 -3.5336 0.8337
H 3.0726 -1.6121 -1.1112
H 1.3427 -3.6946 -0.9492
H 0.4312 -2.9803 0.4112
H 0.6230 0.6426 -2.0275
H -1.5155 1.8431 -2.2080
H -3.9457 1.9374 -1.7695
H -6.0006 0.8456 -0.9621
H -5.9276 -1.4692 -0.1268
H -3.8015 -2.7101 -0.0857
H -1.4139 -2.7916 -0.4814
*
```

Atomic partial charges in e from the Löwdin method, atoms 1 to 8: 0.01, -0.14, -0.19, 0.08, -0.33, 0.22, -0.23, -0.08

No. 2
Computed, not measured: 2 unconnected molecules or ions with the total composition C2H3NOS, with wB97M-V/def2-TZVPD.

Computed properties:
- E_HOMO: -9.99 eV
- E_LUMO: 0.032 hartree
- Total energy: -16494.281 eV
- Gap between HOMO and LUMO: 10.9 eV
- Energy above the lowest of the compared OMol25 structures with the same formula, charge and spin: 21.2 kcal per mole
- SMILES: O=C=S.C=N
- Max |F|: 3.8 eV/A

```
! wB97M-V def2-TZVPD RIJCOSX def2/J DEFGRID3
* xyz 0 1
O 1.4514 0.8586 0.8517
C 2.1358 0.2206 0.1649
S 3.0709 -0.4301 -0.8531
C -1.5226 0.1146 0.1962
N -0.4993 -0.4226 -0.2860
H -2.6396 -0.2133 0.1750
H -1.4453 1.2546 0.1940
H -0.5512 -1.3825 -0.4427
*
```

Listed below, in e, are the Löwdin charges computed for each atom: 0.06, -0.94, 0.79, -0.14, 0.02, 0.09, 0.08, 0.03

No. 3
Computed, not measured: 2 unconnected molecules or ions with the total composition C3H8N3, with wB97M-V/def2-TZVPD.

Computed properties:
- E_HOMO: -13.25 eV
- E_LUMO: -0.141 hartree
- Total energy: -7700.545 eV
- Gap between HOMO and LUMO: 9.4 eV
- Energy above the lowest of the compared OMol25 structures with the same formula, charge and spin: 109.2 kcal per mole
- Max |F|: 4.8 eV/A

```
! wB97M-V def2-TZVPD RIJCOSX def2/J DEFGRID3
* xyz 1 1
C 0.7655 0.5640 -1.5030
C -1.0998 0.3968 2.3313
C -0.7540 -0.8844 2.6505
N 0.5368 -0.3056 -2.2309
N 1.0678 1.2629 -0.5120
N 0.2101 -0.8842 -3.3221
H -0.5498 0.8999 1.4647
H -1.7396 0.8745 3.0086
H 0.0195 -1.4837 2.0952
H -1.1334 -1.3387 3.5322
H 0.2426 1.5822 0.1247
H 1.9797 1.4472 -0.1926
H 0.1667 -1.8661 -3.3485
H 0.2880 -0.2648 -4.0982
*
```

Atomic partial charges in e from the Löwdin method, atoms 1 to 8: -0.08, -0.05, -0.05, 0.09, 0.22, 0.15, 0.02, 0.03

No. 4
Computed, not measured: C5H10ClNS2 in the gas phase, with wB97M-V/def2-TZVPD.

Computed properties:
- E_HOMO: -8.01 eV
- E_LUMO: 0.014 hartree
- Total energy: -41027.378 eV
- Gap between HOMO and LUMO: 8.4 eV
- Energy above the lowest of the compared OMol25 structures with the same formula, charge and spin: 0.0 kcal per mole
- Max |F|: 3.0 eV/A

```
! wB97M-V def2-TZVPD RIJCOSX def2/J DEFGRID3
* xyz 0 1
C -1.0685 -1.4238 -0.5719
C 0.0908 -2.0138 0.1122
C -0.1943 -2.8789 1.2982
C 1.4449 1.7864 0.8786
C 0.0393 1.4507 1.3486
H -1.9603 -2.0638 -0.5813
H 1.0091 -1.4319 0.0834
H 0.5177 -2.8757 2.1194
H -1.2356 -3.0087 1.5923
H -0.4842 -3.9149 -0.4447
H 1.0942 1.3337 -1.4245
H 1.5401 2.8605 0.6959
H 2.1433 1.5265 1.6809
H -0.1768 1.9572 2.2927
H -0.0873 0.3737 1.4746
N 0.2761 -3.4693 0.0670
S -1.1149 0.0314 -1.2707
S 2.0073 0.8486 -0.5682
Cl -1.2027 1.9956 0.1806
*
```

Atomic partial charges in e from the Löwdin method, atoms 1 to 8: -0.59, -0.42, -0.16, -0.61, -0.59, 0.06, 0.06, 0.10

No. 5
Computed, not measured: 4 unconnected molecules or ions with the total composition C4H12O4, with wB97M-V/def2-TZVPD.

Computed properties:
- E_HOMO: -8.83 eV
- E_LUMO: 0.017 hartree
- Total energy: -12531.420 eV
- Gap between HOMO and LUMO: 9.3 eV
- Energy above the lowest of the compared OMol25 structures with the same formula, charge and spin: 38.6 kcal per mole
- SMILES: C=CC(=C)O.O.O.O
- Max |F|: 1.2 eV/A

```
! wB97M-V def2-TZVPD RIJCOSX def2/J DEFGRID3
* xyz 0 1
C -0.7273 1.1327 -1.8148
C -0.2445 1.8646 -0.8180
C -0.2467 1.3896 0.5726
C 0.5948 1.7771 1.5224
O -1.2242 0.4493 0.8082
H -1.1605 0.1512 -1.6490
H -0.6255 1.4619 -2.8426
H 0.1147 2.8404 -1.0799
H 0.5266 1.4850 2.5729
H 1.3410 2.5470 1.4203
H -1.2922 0.2559 1.7586
O -1.1257 -1.6167 2.7977
H -0.7509 -2.2997 2.2255
H -1.1950 -2.0152 3.6718
O 3.4231 -0.8999 -3.5002
H 2.6187 -1.4444 -3.5058
H 3.5970 -0.7834 -2.5609
O -0.8836 -2.2429 -0.0188
H -1.7431 -2.6710 0.0109
H -0.9970 -1.3817 0.4289
*
```

Atomic partial charges in e from the Löwdin method, atoms 1 to 8: 0.04, -0.12, -0.40, 0.06, -0.02, 0.06, 0.06, 0.10

No. 6
Computed, not measured: a molecular structure, C6H10, with wB97M-V/def2-TZVPD.

Computed properties:
- E_HOMO: -7.28 eV
- E_LUMO: 0.041 hartree
- Total energy: -6380.474 eV
- Gap between HOMO and LUMO: 8.4 eV
- Energy above the lowest of the compared OMol25 structures with the same formula, charge and spin: 78.1 kcal per mole
- Max |F|: 3.8 eV/A

```
! wB97M-V def2-TZVPD RIJCOSX def2/J DEFGRID3
* xyz 0 1
C -0.9301 -0.5658 -0.3454
C -1.2813 -0.8776 0.8595
C -0.4921 -0.2343 -1.7014
C 0.8415 0.1032 -1.0949
C -0.4555 -0.7938 2.1206
C 1.2472 1.4846 -0.7304
H -2.3096 -1.2032 1.0207
H -0.4993 -1.0803 -2.3840
H -1.0269 0.6036 -2.1413
H 1.5515 -0.6885 -0.9598
H 0.5440 -1.1918 1.9575
H -0.9321 -1.3444 2.9280
H -0.3655 0.2479 2.4268
H 0.4006 2.1652 -0.7177
H 1.9613 1.8501 -1.4767
H 1.7463 1.5252 0.2383
*
```

Atomic partial charges in e from the Löwdin method, atoms 1 to 8: -0.01, -0.19, -0.23, -0.16, -0.10, -0.12, 0.09, 0.11